Version a
# C5H4O

A single C5H4O molecule (ωB97M-V/def2-TZVPD, the OMol25 dataset).

Geometry (Å):
C: -0.847 -0.335 0.147
C: 0.233 -0.980 0.049
C: 1.477 0.802 -0.199
C: 1.591 -0.712 0.253
C: -1.739 0.625 -0.039
O: 0.652 1.575 -0.543
H: 2.407 -1.257 -0.229
H: 1.967 -0.901 1.303
H: -2.050 0.743 -1.045
H: -2.369 1.072 0.686

- net charge = 0
- gap between HOMO and LUMO (alpha / beta) (eV) = 7.582 / 7.771
- LUMO energy (alpha / beta) (eV) = -0.3 / -0.1
- spin multiplicity = 1

***

Version b
# C5H4O

A single C5H4O molecule (ωB97M-V/def2-TZVPD, the OMol25 dataset).

Geometry (Å):
C: -1.202 -0.464 -1.448
C: -0.867 0.550 -0.636
C: 0.327 0.267 0.479
C: 1.600 0.434 0.917
C: 0.743 -0.335 1.700
O: 0.528 -1.021 2.660
H: -1.947 -0.366 -2.148
H: -0.500 -1.326 -1.679
H: -1.249 1.494 -0.684
H: 2.568 0.767 0.840

- net charge = 0
- gap between HOMO and LUMO (eV) = 9.615
- structure (SMILES) = C=Cc1cc1=O
- LUMO energy (eV) = 0.6
- spin multiplicity = 1

***

List of relative energies, unit eV: version a 1.491; version b 0.000

***

Version a
# C3H12N2O3

3 unconnected molecules or ions with the total composition C3H12N2O3 (ωB97M-V/def2-TZVPD, the OMol25 dataset).

Geometry (Å):
N: -0.306 1.515 -0.279
C: -1.387 0.658 -0.488
C: -2.494 0.561 0.584
C: -0.579 -0.834 -0.494
N: 0.108 -0.928 0.744
O: -1.411 -1.764 -0.720
H: -0.467 2.476 -0.017
H: 0.656 1.179 -0.482
H: -1.696 0.737 -1.532
H: -2.085 0.986 1.496
H: -2.803 -0.470 0.700
H: -3.388 1.161 0.386
H: 0.193 -1.887 1.068
H: 1.058 -0.528 0.674
H: 3.881 -1.530 0.878
H: 2.740 -0.702 0.017
O: 2.952 -1.332 0.763
H: 0.216 -0.632 -1.258
H: 2.783 0.963 -1.052
O: 2.029 0.372 -0.990

- net charge = 0
- gap between HOMO and LUMO (eV) = 5.393
- LUMO energy (eV) = -3.7
- spin multiplicity = 1

***

Version b
# C3H12N2O3

3 unconnected molecules or ions with the total composition C3H12N2O3 (ωB97M-V/def2-TZVPD, the OMol25 dataset).

Geometry (Å):
N: -0.187 0.810 1.106
C: 0.905 0.749 0.380
C: 2.123 0.177 1.074
C: 0.566 -0.186 -0.985
N: -0.062 -1.435 -0.627
O: 1.605 -0.273 -1.619
H: -0.951 1.223 0.449
H: -0.513 -0.089 1.497
H: 1.141 1.736 -0.003
H: 1.951 -0.864 1.341
H: 2.961 0.205 0.372
H: 2.313 0.719 1.985
H: -0.549 -1.881 -1.404
H: 0.508 -2.103 -0.124
H: -2.108 -1.496 0.188
H: -2.596 -0.178 -0.392
O: -2.921 -1.017 0.015
H: -0.230 0.476 -1.468
H: -2.058 2.108 -1.150
O: -1.898 1.319 -0.634

- net charge = 0
- gap between HOMO and LUMO (eV) = 6.409
- LUMO energy (eV) = -3.2
- spin multiplicity = 1

***

Version c
# C3H12N2O3

3 unconnected molecules or ions with the total composition C3H12N2O3 (ωB97M-V/def2-TZVPD, the OMol25 dataset).

Geometry (Å):
O: 2.336 -1.021 -0.982
C: 1.181 -0.382 -1.128
N: 0.009 -0.917 -0.344
C: 0.405 -1.217 1.061
N: -0.873 -1.503 1.708
C: 0.640 -0.277 -2.568
H: -0.770 -0.183 -0.261
H: 1.081 -2.059 1.081
H: 0.825 -0.350 1.638
H: -0.869 1.888 0.952
H: -1.711 -1.422 1.134
H: -0.311 0.275 -2.539
H: 1.186 0.210 -3.307
H: 0.649 -1.310 -2.932
H: -0.961 -0.776 2.322
H: -1.839 1.613 2.725
O: -1.230 1.135 2.152
H: 1.094 0.676 -0.809
H: -0.421 3.286 0.050
O: -0.421 2.334 0.046

- net charge = 0
- gap between HOMO and LUMO (eV) = 3.982
- LUMO energy (eV) = -4.8
- spin multiplicity = 1

***

List of relative energies, unit eV: version a 0.811; version b 0.000; version c 2.747

***

Version a
# C3H8N2O2

A gas-phase ion, C3H8N2O2 (charge +1) (ωB97M-V/def2-TZVPD, the OMol25 dataset).

Geometry (Å):
O: -1.934 0.582 -1.475
C: -0.967 -0.185 -1.435
N: -0.825 -1.280 -2.255
C: 0.110 -0.166 -0.363
N: -0.105 0.751 0.674
C: 0.912 1.047 1.658
O: 1.122 -0.200 2.441
H: -1.482 -1.454 -3.017
H: -0.055 -1.981 -2.035
H: 0.055 -1.178 0.053
H: 1.033 -0.170 -0.826
H: -0.659 1.538 0.436
H: 1.877 1.275 1.073
H: 0.760 1.929 2.342
H: 0.161 -0.510 2.727

- net charge = +1
- <S²> = 0.75
- gap between HOMO and LUMO (alpha / beta) (eV) = 11.480 / 5.948
- LUMO energy (alpha / beta) (eV) = -3.3 / -8.8
- spin multiplicity = 2

***

Version b
# C3H8N2O2

2 unconnected molecules or ions with the total composition C3H8N2O2 (ωB97M-V/def2-TZVPD, the OMol25 dataset).

Geometry (Å):
N: 0.280 0.897 -0.701
C: -0.212 2.005 -0.270
N: -0.400 3.113 -0.977
H: 0.496 0.847 -1.697
H: 0.689 0.086 -0.030
H: -0.321 2.118 0.811
H: -1.091 3.764 -0.651
H: -0.203 3.117 -1.965
O: 1.591 -2.820 1.618
C: 0.878 -1.983 0.983
O: 1.319 -0.921 0.615
C: -0.520 -2.463 0.637
H: -0.464 -3.006 -0.300
H: -0.876 -3.154 1.383
H: -1.166 -1.600 0.545

- net charge = +1
- <S²> = 0.75
- gap between HOMO and LUMO (alpha / beta) (eV) = 12.386 / 8.275
- LUMO energy (alpha / beta) (eV) = -3.0 / -7.1
- spin multiplicity = 2

***

List of relative energies, unit eV: version a 1.579; version b 0.000

***

Version a
# C2H6OP2

2 unconnected molecules or ions with the total composition C2H6OP2 (ωB97M-V/def2-TZVPD, the OMol25 dataset).

Geometry (Å):
C: -2.122 1.846 0.423
C: 2.083 -1.919 -0.647
O: -1.682 0.625 0.793
P: 0.571 -0.847 -0.824
P: 0.798 0.163 0.878
H: -1.520 2.699 1.063
H: -3.202 1.822 0.663
H: -2.030 2.168 -0.591
H: 2.708 -1.577 0.272
H: 1.767 -2.928 -0.370
H: 2.630 -2.053 -1.660

- net charge = 0
- gap between HOMO and LUMO (alpha / beta) (eV) = 7.262 / 7.264
- LUMO energy (alpha / beta) (eV) = -1.6 / -1.6
- spin multiplicity = 1

***

Version b
# C2H6OP2

A single C2H6OP2 molecule (ωB97M-V/def2-TZVPD, the OMol25 dataset).

Geometry (Å):
C: 0.731 -0.408 -2.614
P: 0.752 0.606 -1.291
P: 0.592 -0.915 0.299
O: 0.100 0.131 1.604
C: -1.192 0.652 1.880
H: 0.641 -0.027 -3.653
H: 0.687 -1.392 -2.601
H: 1.990 -0.703 0.595
H: -1.612 -0.122 2.598
H: -1.634 0.614 0.935
H: -1.055 1.564 2.248

- net charge = 0
- gap between HOMO and LUMO (eV) = 8.658
- structure (SMILES) = C=P#[PH]OC
- LUMO energy (eV) = 0.0
- spin multiplicity = 1

***

List of relative energies, unit eV: version a 1.828; version b 0.000

***

Version a
# C2H4OS3

2 unconnected molecules or ions with the total composition C2H4OS3 (ωB97M-V/def2-TZVPD, the OMol25 dataset).

Geometry (Å):
C: 0.753 -0.810 -0.159
C: 1.185 0.075 0.936
O: -1.446 0.965 -2.100
S: 1.400 -0.867 -1.624
S: -2.413 0.568 0.538
S: -2.680 0.642 -1.351
H: -0.212 -1.296 0.179
H: 0.312 0.733 0.927
H: 2.115 0.532 0.795
H: 0.986 -0.544 1.858

- net charge = 0
- gap between HOMO and LUMO (eV) = 6.207
- LUMO energy (eV) = -2.3
- spin multiplicity = 1

***

Version b
# C2H4OS3

A single C2H4OS3 molecule (ωB97M-V/def2-TZVPD, the OMol25 dataset).

Geometry (Å):
C: 0.064 -0.104 1.384
C: 0.715 -1.160 -1.612
H: -0.852 1.751 0.363
H: 0.291 -1.166 1.285
H: -0.405 0.836 -1.916
H: 0.644 -2.225 -1.318
O: 1.736 -0.629 -1.952
S: -0.705 0.481 -0.056
S: 0.431 0.717 2.728
S: -0.867 -0.359 -1.511

- net charge = 0
- gap between HOMO and LUMO (eV) = 5.534
- LUMO energy (eV) = -0.8
- spin multiplicity = 1

***

Version c
# C2H4OS3

2 unconnected molecules or ions with the total composition C2H4OS3 (ωB97M-V/def2-TZVPD, the OMol25 dataset).

Geometry (Å):
O: 1.564 -1.102 0.078
C: 0.934 -1.735 -0.904
S: -0.310 -1.138 -1.817
S: 1.536 -3.426 -0.978
H: 1.282 -0.146 0.152
H: 2.709 -3.431 -0.341
C: -1.363 1.575 0.419
S: 0.033 1.959 1.087
H: -2.260 2.121 0.601
H: -1.461 0.612 -0.237

- net charge = 0
- gap between HOMO and LUMO (eV) = 8.576
- structure (SMILES) = OC(=S)S.C=S
- LUMO energy (eV) = -0.6
- spin multiplicity = 1

***

Version d
# C2H4OS3

A molecular structure, C2H4OS3 (ωB97M-V/def2-TZVPD, the OMol25 dataset).

Geometry (Å):
C: -1.034 0.313 -0.317
C: 0.634 -0.041 0.816
O: -0.761 0.857 -1.546
S: -2.432 0.694 0.786
S: -2.043 -1.082 -0.125
S: 2.108 0.283 -0.121
H: 0.389 -1.031 0.945
H: 0.310 0.410 1.683
H: 0.148 0.644 -1.910
H: 2.683 -1.047 -0.210

- net charge = 0
- gap between HOMO and LUMO (eV) = 8.410
- LUMO energy (eV) = 0.1
- spin multiplicity = 1

***

List of relative energies, unit eV: version a 0.495; version b 9.177; version c 0.000; version d 1.592

***

Version a
# C4H7O2

A gas-phase ion, C4H7O2 (charge -1) (ωB97M-V/def2-TZVPD, the OMol25 dataset).

Geometry (Å):
O: -2.052 1.654 -1.136
C: -0.780 1.709 -1.259
C: 0.152 0.776 -0.928
C: -0.121 -0.555 -0.195
C: 0.777 -0.632 1.037
O: 0.426 -1.758 1.880
H: -0.368 2.550 -1.845
H: 1.239 0.780 -1.008
H: -1.170 -0.565 0.165
H: 0.005 -1.463 -0.783
H: 1.843 -0.773 0.824
H: 0.516 0.265 1.645
H: -0.468 -1.989 1.602

- net charge = -1
- gap between HOMO and LUMO (eV) = 6.235
- structure (SMILES) = [O-]/C=C\CCO
- LUMO energy (eV) = 3.9
- spin multiplicity = 1

***

Version b
# C4H7O2

A gas-phase ion, C4H7O2 (charge -1) (ωB97M-V/def2-TZVPD, the OMol25 dataset).

Geometry (Å):
C: -0.732 -0.816 -0.848
C: 0.027 -0.248 0.305
C: -0.528 1.108 0.828
C: 1.609 -0.053 -0.059
O: 2.051 -0.950 -0.853
O: 2.202 0.892 0.458
H: -1.049 -0.037 -1.586
H: -0.118 -1.601 -1.430
H: -1.722 -1.391 -0.540
H: 0.007 -0.855 1.162
H: -0.216 1.852 0.068
H: 0.044 1.270 1.784
H: -1.576 0.830 0.712

- net charge = -1
- gap between HOMO and LUMO (eV) = 8.087
- structure (SMILES) = CC(C)C(=O)[O-]
- LUMO energy (eV) = 4.4
- spin multiplicity = 1

***

Version c
# C4H7O2

A gas-phase ion, C4H7O2 (charge -1) (ωB97M-V/def2-TZVPD, the OMol25 dataset).

Geometry (Å):
O: 0.413 -2.890 -0.209
C: 0.253 -1.906 -1.067
C: -0.051 -0.599 -0.928
C: -0.148 -0.205 0.495
C: 0.163 1.241 1.002
O: -0.577 2.399 0.236
H: 0.492 -2.218 -2.263
H: -0.183 0.207 -1.690
H: -1.223 -0.109 0.927
H: 0.537 -0.762 1.095
H: -0.261 1.379 2.049
H: 1.298 1.530 0.926
H: -0.712 1.934 -0.574

- net charge = -1
- gap between HOMO and LUMO (eV) = 6.757
- structure (SMILES) = [O-]/C=C\CCO
- LUMO energy (eV) = 4.0
- spin multiplicity = 1

***

List of relative energies, unit eV: version a 1.430; version b 0.000; version c 2.432